The following is a DFT calculation (ωB97M-V with the def2-TZVPD basis set) of a cluster of 5 separate species, C14H41N3O5 in total.

```
! RIJCOSX wB97M-V def2-TZVPD def2/J DEFGRID3
* xyz 0 1
C 20.25716 21.26423 -11.68967
O 19.78246 19.93572 -11.99112
H 21.32778 21.38117 -11.55757
H 19.84757 22.03866 -12.34408
H 19.71913 21.50607 -10.76121
H 20.58219 19.40355 -12.03054
C 16.53624 19.40603 -13.73672
O 17.54026 20.36061 -13.57251
H 16.10357 19.46154 -14.73439
H 16.87947 18.39605 -13.49331
H 15.61736 19.48819 -13.13330
H 18.06843 20.18638 -12.77653
C 15.38375 11.60284 -15.52880
C 15.42138 12.17857 -14.06628
C 16.07808 13.58473 -14.15328
O 15.11769 14.50711 -14.60709
C 15.27946 15.83740 -14.12476
N 14.07746 12.22140 -13.53949
H 14.77166 10.70426 -15.56465
H 16.39904 11.28821 -15.78007
H 15.06619 12.40023 -16.19872
H 16.06323 11.44225 -13.58076
H 17.00871 13.58493 -14.73005
H 16.42411 13.78049 -13.12691
H 15.52428 16.46275 -14.98654
H 15.98624 15.88607 -13.29684
H 14.31245 16.18429 -13.74591
H 13.61321 12.98688 -14.01859
H 14.11075 12.49786 -12.56004
C 15.05695 18.41998 -17.48734
C 13.71312 19.13077 -17.49664
C 12.61755 18.27437 -18.09249
O 12.84589 18.19432 -19.49207
C 11.78052 17.55504 -20.14637
N 13.41949 19.47511 -16.10871
H 15.78385 18.76152 -16.75105
H 15.67530 18.51976 -18.39436
H 15.06671 17.32660 -17.55626
H 13.80290 20.04376 -18.09895
H 11.62161 18.64356 -17.83269
H 12.78385 17.25596 -17.72250
H 10.89891 18.20424 -20.06055
H 11.56070 16.55052 -19.76598
H 11.97193 17.42776 -21.21229
H 12.53415 19.93630 -15.95147
H 14.15417 19.99957 -15.66201
C 13.28118 20.63913 -11.36333
C 14.12418 21.84282 -11.02728
C 13.72403 22.50369 -9.70355
O 12.36168 22.89475 -9.62893
C 12.02016 23.81269 -10.66687
N 15.57491 21.51409 -11.00089
H 13.43045 20.17073 -12.33510
H 12.25447 21.02113 -11.32794
H 13.30941 19.85641 -10.60215
H 14.11705 22.56800 -11.85416
H 14.35463 23.38349 -9.53547
H 13.85325 21.77504 -8.90439
H 11.92900 23.32320 -11.63877
H 12.85078 24.51908 -10.76527
H 11.09490 24.30089 -10.38196
H 16.11536 22.36912 -11.06937
H 15.74944 21.00418 -11.85978
*
```

HOMO level = -9.14 eV
ΔE to the lowest compared entry with this formula, charge and spin = 49.6 kcal/mol
SMILES = COC[C@H](C)N.COC[C@H](C)N.COC[C@H](C)N.CO.CO
energy = -1098.32377 Ha
orbital gap = 9.70 eV